# 1
A cluster of 8 separate species, C41H73BrN7O7P in total, computed with ωB97M-V with the def2-TZVPD basis set.

SMILES string	COCCCCC[C@@](CCOC=O)(COC)OC(=O)P(O)Br.CCCC#N.CCCC#N.CCCC#N.CCCC#N.CCCC#N.CCCC#N.CCCC#N
HOMO	-0.3237	Eh
LUMO level	0.361	eV
E_tot	-147794.261	eV

Structure (XYZ):
```
130
Properties=species:S:1:pos:R:3:forces:R:3
C 6.870 -3.309 1.757 -0.094 0.108 -0.157
O 5.632 -3.817 1.317 -0.096 0.034 0.037
C 5.745 -5.091 0.696 -0.109 0.029 0.137
C 4.445 -5.868 0.896 0.170 -0.210 -0.153
C 3.508 -5.814 -0.310 -0.423 0.071 0.275
C 2.958 -4.406 -0.544 0.382 0.113 -0.081
C 2.039 -3.935 0.590 -0.136 -0.096 0.347
C 0.721 -3.310 0.142 0.694 0.394 -0.418
C 0.976 -2.094 -0.754 -0.192 0.359 -0.065
C 1.894 -1.014 -0.215 -0.231 0.318 -0.361
O 1.377 -0.476 1.027 0.341 -0.491 0.171
C 2.360 -0.232 1.928 -0.002 0.215 -0.056
O 2.524 -0.863 2.923 -0.115 -0.006 0.181
C -0.130 -4.313 -0.649 -0.156 -0.014 -0.026
O -0.006 -5.658 -0.253 -0.057 -0.022 -0.001
C -0.777 -6.012 0.876 0.102 0.031 0.046
O 0.078 -2.942 1.404 -0.528 -0.786 0.049
C -1.150 -2.414 1.436 0.419 0.383 0.252
O -1.589 -1.568 0.713 -0.189 -0.062 -0.421
P -2.244 -3.211 2.731 0.037 0.067 0.104
O -3.361 -2.030 2.855 -0.036 -0.284 -0.092
Br -1.003 -2.748 4.510 0.059 -0.017 0.041
H 6.699 -2.284 2.089 -0.009 -0.048 0.053
H 7.259 -3.906 2.591 0.060 0.029 -0.053
H 7.613 -3.302 0.953 -0.029 -0.014 0.052
H 5.941 -4.950 -0.377 0.131 -0.065 0.053
H 6.592 -5.635 1.130 -0.018 0.041 -0.025
H 3.953 -5.464 1.785 0.010 -0.021 -0.032
H 4.681 -6.912 1.119 0.009 0.039 -0.033
H 2.658 -6.482 -0.131 0.060 -0.016 -0.093
H 4.020 -6.176 -1.206 0.057 0.038 0.053
H 3.812 -3.723 -0.608 -0.121 0.059 -0.137
H 2.464 -4.360 -1.518 -0.053 -0.064 0.078
H 2.537 -3.205 1.232 0.031 -0.057 -0.031
H 1.797 -4.778 1.243 -0.026 0.030 -0.061
H 0.029 -1.630 -1.036 -0.030 -0.080 0.074
H 1.448 -2.424 -1.683 0.000 -0.091 0.088
H 1.921 -0.207 -0.952 0.085 -0.001 0.052
H 2.918 -1.380 -0.105 -0.074 -0.023 0.197
H 2.983 0.645 1.675 0.036 -0.090 -0.109
H 0.207 -4.281 -1.686 -0.008 -0.017 0.043
H -1.187 -4.007 -0.648 0.060 0.043 0.042
H -0.691 -7.092 0.992 -0.043 0.031 -0.006
H -1.831 -5.743 0.730 0.025 -0.021 0.024
H -0.410 -5.528 1.789 -0.045 -0.013 -0.032
H -4.222 -2.400 2.611 -0.074 0.265 -0.028
C 2.708 1.798 -4.813 0.007 -0.024 -0.147
C 4.205 1.674 -4.574 -0.072 0.058 0.024
C 4.698 0.223 -4.622 0.016 0.061 -0.007
C 4.059 -0.600 -3.595 0.053 0.025 -0.014
N 3.557 -1.220 -2.771 -0.014 -0.106 -0.010
H 2.139 1.290 -4.035 0.003 -0.003 0.001
H 2.405 2.842 -4.797 -0.027 -0.013 0.020
H 2.430 1.370 -5.780 0.020 -0.015 0.008
H 4.459 2.110 -3.607 0.014 -0.011 0.001
H 4.752 2.238 -5.332 0.037 -0.032 0.004
H 5.776 0.168 -4.467 -0.002 -0.015 -0.022
H 4.479 -0.222 -5.595 0.008 -0.011 0.008
C -6.975 -0.154 5.922 -0.018 -0.007 0.017
C -6.819 -1.655 6.131 -0.035 0.076 -0.006
C -5.834 -2.290 5.143 -0.067 0.021 0.087
C -6.264 -2.120 3.754 0.028 -0.029 0.130
N -6.588 -1.983 2.660 0.011 -0.031 -0.087
H -7.381 0.067 4.934 0.022 -0.005 -0.011
H -7.654 0.268 6.662 0.006 0.006 0.001
H -6.015 0.357 6.015 0.002 -0.001 -0.006
H -7.789 -2.147 6.037 0.011 -0.023 0.003
H -6.457 -1.854 7.140 0.024 -0.035 -0.015
H -5.729 -3.360 5.331 0.024 0.007 -0.003
H -4.843 -1.839 5.238 0.005 -0.012 -0.022
C 12.709 -4.523 3.536 0.023 0.001 -0.016
C 12.625 -3.262 2.685 0.028 -0.066 0.037
C 11.181 -2.816 2.427 0.067 0.005 -0.005
C 10.413 -3.836 1.711 0.026 0.039 0.025
N 9.819 -4.640 1.150 0.055 -0.104 -0.046
H 12.233 -5.368 3.036 -0.023 0.010 0.007
H 13.748 -4.791 3.725 -0.003 -0.001 0.008
H 12.219 -4.380 4.500 -0.003 -0.002 -0.001
H 13.124 -3.426 1.728 -0.008 0.020 -0.008
H 13.148 -2.443 3.181 -0.028 0.030 -0.019
H 11.158 -1.901 1.834 -0.017 0.009 0.022
H 10.671 -2.611 3.371 -0.008 0.007 -0.008
C 0.448 2.476 1.039 -0.037 0.084 0.000
C -0.248 3.766 0.628 0.068 -0.048 0.053
C -0.665 3.762 -0.848 -0.011 -0.013 0.100
C 0.482 3.626 -1.744 -0.063 -0.013 -0.021
N 1.389 3.518 -2.440 0.100 0.014 0.060
H 1.376 2.333 0.481 -0.021 -0.008 -0.036
H 0.698 2.495 2.101 -0.008 -0.012 -0.002
H -0.187 1.607 0.861 0.020 -0.013 0.001
H 0.400 4.624 0.813 -0.022 0.015 -0.006
H -1.140 3.911 1.241 -0.038 0.060 -0.079
H -1.178 4.684 -1.117 -0.064 0.059 -0.048
H -1.347 2.931 -1.050 0.007 0.009 -0.005
C -3.869 6.013 -1.139 0.001 -0.005 0.123
C -4.620 5.177 -0.116 -0.035 -0.065 -0.123
C -4.882 5.927 1.194 0.050 -0.143 -0.021
C -3.620 6.307 1.833 -0.068 0.124 0.056
N -2.619 6.607 2.307 0.031 -0.051 0.009
H -2.883 6.303 -0.772 0.000 0.058 0.027
H -3.712 5.451 -2.053 -0.059 0.003 0.061
H -4.417 6.924 -1.386 -0.013 -0.012 -0.014
H -4.060 4.266 0.107 -0.005 0.006 0.012
H -5.573 4.862 -0.545 -0.050 0.020 0.096
H -5.441 5.303 1.893 -0.010 0.031 0.017
H -5.465 6.832 1.014 0.024 0.012 -0.001
C -8.723 2.625 -0.260 0.015 0.012 0.026
C -9.018 4.057 0.167 0.028 -0.082 -0.004
C -9.406 4.963 -1.010 0.004 -0.047 0.064
C -8.332 5.048 -2.000 -0.024 0.072 0.046
N -7.465 5.116 -2.748 0.119 -0.030 -0.086
H -7.873 2.583 -0.943 -0.012 0.008 -0.018
H -8.482 2.007 0.605 -0.004 -0.009 -0.005
H -9.583 2.179 -0.762 0.001 0.000 -0.003
H -8.146 4.482 0.670 -0.012 0.026 0.003
H -9.838 4.071 0.887 -0.010 0.041 -0.012
H -9.625 5.974 -0.665 -0.022 -0.001 -0.024
H -10.299 4.581 -1.509 0.000 0.005 0.004
C -3.327 5.001 -7.317 0.003 -0.024 -0.003
C -4.076 4.177 -6.278 0.027 0.030 -0.069
C -4.303 4.937 -4.965 0.012 -0.100 -0.083
C -3.036 5.323 -4.345 -0.006 0.003 -0.150
N -2.036 5.619 -3.866 0.144 -0.013 -0.009
H -2.329 5.265 -6.966 -0.011 0.018 0.014
H -3.214 4.440 -8.245 -0.003 0.007 -0.004
H -3.862 5.925 -7.546 0.003 0.002 0.003
H -3.526 3.258 -6.068 -0.019 -0.007 0.020
H -5.051 3.884 -6.669 -0.016 -0.005 0.045
H -4.861 4.325 -4.255 -0.033 0.068 0.026
H -4.886 5.843 -5.141 -0.015 -0.006 0.028
```
Forces are in eV/Å.


# 2
A cluster of 2 separate species, C13H13N2O4 in total, computed with ωB97M-V with the def2-TZVPD basis set.

HOMO	-0.1509	Eh
LUMO level	1.699	eV
E_tot	-24861.229	eV
total charge	-1

Structure (XYZ):
```
32
Properties=species:S:1:pos:R:3:forces:R:3
O 4.891 -0.809 3.293 -0.020 0.815 -0.518
C 4.727 -0.008 2.420 0.035 0.420 0.332
O 3.996 1.185 2.595 0.470 -1.537 -0.935
C 3.034 1.215 1.504 -1.238 -0.354 -0.480
C 1.680 1.981 1.903 0.173 -1.410 -0.658
C 0.511 1.025 1.437 -1.278 -0.517 -0.439
C 0.141 1.132 -0.033 -1.925 -2.648 1.830
C -0.901 0.245 -0.512 1.554 1.085 1.163
C -1.581 -0.752 0.395 0.611 0.792 -0.423
N -2.535 -1.574 -0.191 -0.018 -0.692 2.901
C -3.129 -2.412 0.700 1.125 1.057 0.411
C -2.775 -2.435 2.145 -0.064 -0.110 -0.152
N -1.821 -1.686 2.765 -1.602 -0.412 -3.701
C -1.239 -0.840 1.827 2.016 1.863 0.187
C -0.150 0.084 2.326 0.423 1.160 -2.200
H 5.162 -0.148 1.381 -0.572 0.316 0.827
H 2.769 0.137 1.269 0.103 1.249 0.210
H 3.431 1.650 0.546 0.030 -0.225 1.047
H 1.631 2.196 3.001 0.169 -0.190 -1.053
H 1.672 2.914 1.283 -0.280 -0.680 0.871
H 0.670 1.852 -0.704 -0.714 -0.766 0.612
H -1.172 0.351 -1.603 0.071 -0.454 1.310
H -3.917 -3.103 0.299 0.883 0.747 0.557
H -3.352 -3.150 2.797 0.714 0.804 -0.727
H 0.194 0.087 3.396 -0.691 -0.283 -1.175
C -1.757 -0.477 -5.130 -0.207 -0.371 -0.196
C -1.644 0.946 -4.568 -0.167 0.105 -0.035
O -2.707 1.608 -4.550 0.283 0.125 0.141
O -0.491 1.277 -4.190 -0.120 0.097 0.228
H -2.780 -0.702 -5.438 0.025 0.051 0.031
H -1.101 -0.587 -5.997 0.093 -0.046 0.103
H -1.458 -1.202 -4.368 0.119 0.008 -0.065
```
Forces are in eV/Å.


# 3
A cluster of 2 separate species, C3H7NO2 in total, computed with ωB97M-V with the def2-TZVPD basis set.

energy relative to the best compared isomer or geometry (same formula, charge and spin)	249.49	kJ/mol
SMILES string	C=CN.O=CO
HOMO	-0.3350	Eh
LUMO level	0.810	eV
E_tot	-8807.943	eV

Structure (XYZ):
```
13
Properties=species:S:1:pos:R:3:forces:R:3
C -0.954 1.758 0.140 0.475 -0.370 -0.679
C -1.138 0.443 0.204 -0.201 0.862 0.503
N -2.011 -0.175 1.148 -0.112 -0.828 0.384
H -0.603 2.171 -0.803 0.704 0.094 0.444
H -1.074 2.402 0.993 -0.861 0.310 -0.033
H -0.602 -0.192 -0.483 -0.554 -0.244 -0.422
H -1.845 -0.041 2.136 0.375 0.148 -0.118
H -2.965 0.098 0.965 0.047 0.061 -0.010
O 1.751 -0.023 -1.046 0.202 0.218 -0.286
C 2.047 -1.158 -1.234 0.223 -0.573 0.697
O 2.317 -2.050 -0.225 0.661 0.346 -0.540
H 2.189 -1.660 -2.192 -0.412 0.047 -0.312
H 2.888 -1.573 0.398 -0.547 -0.071 0.374
```
Forces are in eV/Å.


# 4
A structure of composition C30H38BrGe2N2O2PtS, computed with ωB97M-V with the def2-TZVPD basis set.

energy relative to the best compared isomer or geometry (same formula, charge and spin)	148.90	kJ/mol
HOMO	-0.3992	Eh
LUMO level	-3.996	eV
E_tot	-235953.564	eV
total charge	+1

Structure (XYZ):
```
77
Properties=species:S:1:pos:R:3:forces:R:3
Pt 0.811 0.819 -0.269 0.206 -0.127 -0.502
C -2.895 1.427 -0.997 0.002 0.019 -0.009
C -2.179 1.782 -2.301 0.000 0.082 0.070
Ge -0.612 0.663 -2.591 -0.203 -0.139 0.012
C 0.628 0.983 -4.052 0.055 0.023 0.003
C 1.925 0.186 -3.897 -0.026 0.015 -0.015
C -1.220 -1.154 -2.762 -0.007 0.006 -0.012
C -0.852 -2.177 -1.995 0.115 0.040 -0.004
Ge 0.324 -1.711 -0.477 -0.048 0.092 -0.011
C -0.735 -1.932 1.189 0.015 -0.026 0.013
C -1.443 -3.247 1.506 -0.036 -0.007 -0.045
C 2.111 -2.513 -0.731 0.002 -0.013 0.005
C 2.251 -4.035 -0.698 0.032 0.024 0.003
C -1.276 -3.580 -2.251 -0.020 -0.021 -0.004
C -0.925 -4.601 -1.372 0.016 0.016 -0.017
C -1.311 -5.916 -1.589 -0.006 0.006 -0.010
C -2.063 -6.238 -2.706 0.013 -0.010 0.026
C -2.419 -5.235 -3.600 -0.011 0.023 -0.021
C -2.030 -3.927 -3.376 0.008 -0.020 0.013
H -3.814 2.002 -0.885 -0.004 -0.004 0.005
H -2.263 1.636 -0.131 0.001 0.007 -0.003
H -3.157 0.367 -0.965 -0.004 -0.005 -0.001
H -1.906 2.836 -2.330 0.009 0.003 -0.005
H -2.833 1.600 -3.159 0.001 -0.038 0.008
H 0.826 2.047 -4.159 -0.004 -0.013 0.023
H 0.082 0.656 -4.943 0.029 -0.009 -0.023
H 2.450 0.465 -2.981 0.015 0.007 -0.009
H 2.597 0.366 -4.736 -0.004 -0.008 -0.006
H 1.724 -0.886 -3.858 0.001 -0.003 0.018
H -1.871 -1.304 -3.626 -0.032 -0.014 0.021
H -1.477 -1.129 1.114 0.026 0.030 0.022
H -0.076 -1.668 2.014 0.003 0.013 0.042
H -2.161 -3.525 0.735 0.006 -0.008 0.004
H -1.994 -3.156 2.445 0.008 0.020 0.001
H -0.741 -4.075 1.623 -0.010 0.005 0.005
H 2.779 -2.072 0.007 0.019 -0.024 -0.017
H 2.437 -2.131 -1.702 -0.017 0.008 -0.012
H 1.904 -4.459 0.247 -0.008 -0.003 -0.002
H 3.301 -4.309 -0.809 0.000 -0.008 0.008
H 1.701 -4.515 -1.505 0.009 -0.005 -0.008
H -0.336 -4.374 -0.495 -0.006 -0.014 -0.017
H -1.021 -6.685 -0.885 0.001 -0.005 0.000
H -2.368 -7.260 -2.884 0.001 -0.002 0.000
H -3.001 -5.477 -4.479 -0.001 0.001 -0.002
H -2.318 -3.173 -4.096 -0.002 0.002 -0.012
N 0.500 1.571 2.926 -0.189 0.067 -0.092
C 1.246 0.489 2.879 0.067 -0.061 -0.067
S 1.991 -0.103 1.411 -0.183 0.033 0.388
N 1.510 -0.209 3.981 0.104 -0.017 -0.005
C 1.166 0.150 5.325 -0.036 0.016 0.009
C 0.537 -0.797 6.119 -0.046 0.003 -0.026
C 0.222 -0.484 7.432 -0.003 0.013 0.015
C 0.524 0.771 7.941 0.001 -0.008 -0.011
C 1.159 1.710 7.142 -0.004 -0.004 -0.012
C 1.494 1.401 5.831 0.051 -0.005 0.013
H 0.365 2.138 2.093 0.083 -0.019 0.025
H 0.041 1.840 3.784 0.028 0.005 0.019
H 1.979 -1.091 3.838 0.019 0.029 -0.005
H 0.292 -1.769 5.709 -0.001 -0.001 0.004
H -0.265 -1.221 8.056 -0.002 -0.003 0.002
H 0.272 1.015 8.964 0.000 -0.003 0.004
H 1.413 2.682 7.541 0.001 0.001 0.003
H 2.032 2.116 5.222 -0.009 -0.001 -0.020
Br 0.289 9.088 -2.927 0.002 -0.014 0.006
C 0.396 7.326 -2.270 0.003 0.024 -0.005
C 0.742 7.116 -0.942 -0.006 -0.005 0.004
C 0.813 5.822 -0.461 -0.027 -0.007 0.006
C 0.549 4.747 -1.306 0.047 0.007 -0.009
C 0.211 4.973 -2.638 0.040 0.007 -0.028
C 0.128 6.265 -3.124 -0.005 -0.017 0.004
C 0.627 3.378 -0.768 -0.189 0.086 0.042
O 0.702 3.134 0.448 0.159 -0.026 0.078
O 0.610 2.397 -1.622 -0.049 -0.029 0.111
H 0.952 7.957 -0.297 -0.004 0.004 -0.001
H 1.076 5.632 0.570 0.006 0.003 0.002
H 0.016 4.136 -3.295 -0.005 0.004 0.010
H -0.139 6.452 -4.154 0.002 0.004 -0.002
```
Forces are in eV/Å.